Record 1
The following is a quantum chemistry calculation of a molecular structure, C5H8O3Yb, from the OMol25 dataset.

The calculation puts the HOMO energy at -6.8 eV. The multiplicity is 1. The charge is 0. The relative energy (zero: lowest compared OMol25 entry of this formula, charge and spin) is 301.93 kJ/mol. As for the orbital gap: 5.736 eV.

XYZ file:
```
17
Properties=species:S:1:pos:R:3:forces:R:3:nbo_charge:R:1
Yb -1.054 -2.487 0.130 -0.259 -0.526 0.306 1.68
O 0.759 -0.215 -0.188 2.597 1.312 0.225 -0.62
O -1.335 -0.891 -1.121 -0.540 -1.326 -1.975 -1.00
O -0.095 -1.326 1.576 -1.053 -0.218 0.348 -0.98
C 0.981 -0.553 -1.527 -1.674 0.358 0.194 -0.06
C -0.005 -0.123 0.974 1.358 2.071 2.701 0.59
C -0.424 -0.497 -2.113 -0.824 1.294 0.077 -0.09
C -0.923 1.249 1.682 1.311 -0.955 -1.354 -0.49
C 0.574 0.987 1.809 -0.290 -0.491 -0.098 -0.48
H -0.674 0.573 -2.243 0.480 -0.150 -0.537 0.16
H -0.479 -0.980 -3.101 -0.285 -0.220 0.179 0.14
H 1.513 -1.512 -1.619 -0.280 -0.263 0.198 0.14
H 0.919 0.650 2.792 0.111 0.314 -0.311 0.20
H -1.465 1.145 2.631 -0.198 -0.363 -0.791 0.21
H 1.221 1.668 1.245 -0.087 -0.227 0.444 0.20
H -1.162 2.122 1.059 -0.200 -0.582 0.228 0.20
H 1.650 0.189 -1.986 -0.170 -0.028 0.167 0.19
```
Positions in Å, forces in eV/Å.



Record 2
The following is a quantum chemistry calculation of 2 unconnected molecules or ions with the total composition C8H17N2, from the OMol25 dataset.

The calculation puts the HOMO energy (spin up / spin down) at -10.1 / -14.4 eV. As for the expectation value of S²: 2.01. The multiplicity is 3. The charge is +1. The relative energy (zero: lowest compared OMol25 entry of this formula, charge and spin) is 71.89 kJ/mol. As for the orbital gap (spin up / spin down): 7.508 / 7.607 eV.

XYZ file:
```
27
Properties=species:S:1:pos:R:3:forces:R:3:nbo_charge:R:1
N 0.017 -1.073 -1.488 -0.047 -0.417 -0.318 -0.67
N -1.736 -0.724 0.293 -1.164 -0.308 -1.462 -0.38
C 1.189 -1.402 -1.185 1.474 0.501 -0.545 0.23
C 0.274 1.441 1.094 2.667 1.881 -2.888 0.13
C 1.410 1.993 1.800 2.315 0.543 0.731 -0.70
C 2.321 -1.360 -2.106 0.693 3.021 -0.733 -0.68
C -1.565 -0.169 1.503 -1.126 -0.731 0.307 -0.12
C -0.111 2.022 -0.231 -2.696 -4.335 2.665 -0.64
C -2.880 -1.539 -0.136 0.508 -0.565 0.967 -0.45
C -0.394 0.486 1.773 -2.368 -2.180 3.853 -0.03
H -0.916 -0.835 -0.460 -0.663 0.257 0.551 0.42
H -0.508 1.236 -0.886 0.275 0.331 -0.113 0.23
H 1.763 1.470 2.691 -1.099 0.060 0.538 0.24
H 2.927 -2.205 -2.009 1.085 -1.341 0.091 0.25
H 0.683 2.498 -0.550 3.582 2.738 -2.267 0.23
H -0.065 -0.898 -2.485 -0.172 0.122 -0.145 0.38
H -0.021 0.397 2.805 -0.636 0.085 -0.139 0.22
H -3.797 -1.473 0.532 1.256 0.076 -0.987 0.24
H -2.392 -0.314 2.214 0.897 -0.233 0.121 0.23
H -3.037 -1.291 -1.183 -0.573 0.204 0.040 0.23
H 1.570 -1.614 -0.208 -0.883 -0.216 1.184 0.19
H 2.393 1.916 1.337 0.016 0.226 -1.290 0.25
H -2.498 -2.594 -0.186 -0.567 0.629 0.323 0.23
H 1.988 -1.228 -3.143 0.258 -0.031 0.137 0.23
H -0.935 2.610 0.023 -1.486 1.618 -0.113 0.25
H 1.333 3.067 2.003 -0.220 -0.005 0.070 0.26
H 2.989 -0.419 -1.810 -1.327 -1.928 -0.578 0.25
```
Positions in Å, forces in eV/Å.